C19H16N4O2 | ωB97M-V with the def2-TZVPD basis set

LUMO energy ... -0.055 Ha
Largest force on an atom ... 2.68 eV Å⁻¹
Energy above the lowest of the compared OMol25 structures with the same formula, charge and spin ... 0.000 eV
Orbital gap ... 6.820 eV

Last column: Löwdin charge in e.
Positions of all 41 atoms, in Å:
C  4.4468  0.0473  0.1401  -0.0076
N  3.0513  -0.3518  0.0494  -0.0954
C  2.0112  0.5224  -0.0994  0.0317
C  0.7856  -0.1569  0.1065  -0.1305
C  -0.4944  0.4271  0.4020  0.0474
C  -1.7433  -0.2810  0.1321  -0.2012
C  -1.8821  -1.4081  -0.7381  -0.0293
C  -3.0124  -2.2328  -0.6623  -0.0676
C  -4.0520  -1.9158  0.2217  -0.0667
C  -3.9856  -0.7622  1.0061  -0.0634
C  -2.8687  0.0643  0.9257  -0.0218
C  1.1484  -1.5846  0.2526  -0.1063
C  0.4417  -2.6862  0.7273  -0.0296
C  1.1144  -3.8780  1.0161  -0.0763
C  2.5100  -3.9182  0.9987  -0.0868
C  3.2622  -2.7788  0.6899  -0.0111
C  2.5665  -1.6515  0.2457  -0.1564
H  5.0516  -0.8608  0.1959  0.0788
H  4.7520  0.6310  -0.7401  0.1003
H  4.6318  0.6526  1.0429  0.1030
H  2.1699  1.5909  -0.2474  0.1406
H  -0.4875  1.1731  1.2914  0.1581
H  -1.1002  -1.6634  -1.4579  0.1270
H  -3.0803  -3.1482  -1.2694  0.1155
H  -4.9351  -2.5487  0.2715  0.1078
H  -4.8015  -0.4945  1.6922  0.1150
H  -2.8070  0.9582  1.5410  0.0933
H  -0.6163  -2.6117  0.9201  0.0987
H  0.5289  -4.7599  1.2775  0.1060
H  2.9954  -4.8570  1.2267  0.1006
H  4.3525  -2.7844  0.8014  0.1063
N  -0.8087  2.3919  -0.4918  0.0276
C  -1.7753  3.1813  0.1402  -0.2127
N  -1.8955  4.4247  -0.3675  0.1158
C  -0.9474  4.4436  -1.3621  -0.2838
N  -0.8237  5.5997  -2.1714  -0.3445
O  -0.1696  5.4667  -3.2307  0.0175
O  -1.3598  6.6605  -1.8341  0.0559
C  -0.2824  3.2112  -1.4587  -0.0621
H  -2.4056  2.8452  0.9919  0.0985
H  0.5144  3.0428  -2.1757  0.1080